(1)
97
Properties=species:S:1:pos:R:3 method="wB97M-V/def2-TZVPD" gap_ev=5.8264 homo_ev=-10.91 total_charge=+1 e_above_lowest_kj_mol=13.96 lumo_ev=-5.08
S -1.10537 -3.63253 -3.14165
O 1.32151 -2.73107 -5.65285
O -0.48337 -0.19187 2.75875
O -0.53182 -2.94395 -4.45567
O -1.13582 2.23737 -5.45494
O -1.15350 2.42948 8.08995
O -2.28068 -4.16858 5.38538
O 2.94529 2.52431 -8.19855
N 0.98531 -3.27551 -4.74128
C 1.53343 -1.54816 3.12879
C -0.14697 2.89707 -4.68758
C -2.09553 3.48553 8.02125
C -1.88096 4.57707 9.05517
C 4.57733 2.87669 -10.01191
C -0.60773 0.65089 5.07552
C 1.38025 -0.54405 -2.57707
C 0.10133 -2.14310 -1.03627
C 1.78168 1.97540 -2.20687
C -1.03844 -0.38709 4.05698
C 1.80807 2.95629 -8.92683
C 0.92902 -0.22311 2.69770
C 1.15159 2.10651 -4.68116
C -2.42801 1.02059 9.65999
C 1.39743 -1.86050 -1.77760
C -1.35934 -5.23259 5.23079
C -1.12014 1.70991 9.31011
C -4.13272 -5.24077 4.16322
C -1.14000 -2.34254 -1.89963
C -2.27901 1.78510 -4.77116
C 2.10898 2.55943 -3.58052
C -0.49526 -5.11852 3.98587
C -3.23636 -4.02840 4.35163
C 1.09564 1.84434 -9.67695
C 3.98597 1.94595 -8.96782
C 2.28776 0.54808 -1.99526
H 5.43490 2.40147 -10.48814
H -3.57908 -6.11334 3.81374
H 2.40537 0.37215 -0.92400
H 0.01078 -4.28387 -2.74568
H 0.36120 -0.16051 -2.62671
H -3.16709 2.29045 -5.14762
H 1.13574 3.37619 -8.17789
H -0.79951 2.35926 10.13226
H 2.61050 -1.54872 2.95768
H -2.11741 -0.33363 3.91329
H 1.65716 -2.70779 -2.41669
H -2.04958 4.21953 10.07147
H 3.28386 0.44221 -2.42488
H -4.90396 -5.02108 3.42424
H -1.14207 0.50424 6.01318
H 0.89605 1.05339 -4.56801
H -0.13439 -1.29561 -0.38941
H 4.75225 1.67635 -8.24061
H 4.90718 3.80757 -9.54994
H 0.01371 -4.15340 3.96570
H -0.82098 1.65721 4.71377
H -2.01336 -2.61240 -1.30547
H 1.69852 -0.75782 -3.59628
H 2.08877 3.64910 -3.51730
H 1.16973 -0.03657 1.64759
H -0.33658 0.96462 9.17185
H 2.07311 3.77097 -9.60898
H -0.81886 -1.39761 4.42003
H 2.19216 -1.83101 -1.03366
H 0.70181 1.99624 -2.04371
H 3.86045 3.12325 -10.79572
H -1.97612 3.89880 7.01942
H 0.45888 0.59405 5.29728
H 1.08633 -2.36756 2.56088
H 0.20726 -3.00080 -0.37123
H -1.40425 -1.44414 -2.45896
H -1.08670 -5.20774 3.07228
H 1.70838 1.43001 -10.47842
H 0.25511 -5.90926 3.97289
H 0.18067 2.22896 -10.12728
H 0.83340 1.03371 -8.99541
H -0.86305 4.96356 8.99657
H 1.36989 -1.75228 4.18685
H -3.84036 -3.16810 4.63966
H 3.64721 1.01418 -9.43585
H -2.20850 1.96994 -3.69876
H 0.03339 3.86684 -5.15449
H -1.87624 -6.19827 5.24959
H -0.73082 -5.19347 6.11964
H -2.75371 0.37866 8.84015
H -0.50335 3.09820 -3.67424
H 2.21794 2.60929 -1.43609
H -2.74309 -3.76533 3.40647
H -3.11776 3.09486 8.08529
H -4.61880 -5.50388 5.10256
H -3.22603 1.73426 9.86784
H 3.13010 2.30271 -3.86004
H -2.57550 5.39802 8.87633
H 1.36676 0.60146 3.26944
H 1.62343 2.24293 -5.65173
H -2.40855 0.71568 -4.94482
H -2.29580 0.40616 10.55056

=====

(2)
8
Properties=species:S:1:pos:R:3 method="wB97M-V/def2-TZVPD" gap_ev="6.6830 / 7.0009" multiplicity=6 s2=8.851 homo_ev="-7.40 / -7.73" e_above_lowest_kj_mol=225.29 lumo_ev="-0.72 / -0.73"
Cr 2.76666 0.73039 1.25167
O 1.84319 1.14049 -0.38706
O -2.04359 -1.41211 -0.59993
C -0.83558 0.75097 -0.17081
C -1.30232 -0.43063 -0.16599
C 0.46124 -0.05365 1.04997
C 0.76763 1.12424 0.39295
H -1.65721 -1.84971 -1.37080

=====

(3)
44
Properties=species:S:1:pos:R:3 method="wB97M-V/def2-TZVPD" gap_ev=7.7872 homo_ev=-15.40 total_charge=+2 e_above_lowest_kj_mol=0.00 lumo_ev=-7.61
I -1.14067 1.96712 -2.73073
In -0.30639 0.77563 -0.47823
Cl -0.45351 2.70970 0.96189
P -2.58100 -0.41621 0.26672
P 2.33171 0.85193 -0.86013
O -1.47143 0.60609 -5.60210
N 0.48150 -0.48156 1.58770
N 0.83140 0.14478 2.73707
C -3.96351 -0.00023 -0.85049
C 0.64619 -1.80032 1.82145
C 3.42241 -0.60977 -0.80975
C 1.22945 -0.72957 3.68749
C -2.80723 -2.19338 0.61075
C -1.64712 1.69550 -5.17368
C 1.12062 -1.99156 3.12318
C 3.07811 1.95109 0.40243
C 2.75820 1.68384 -2.42846
C -2.11212 2.97476 -5.76823
C -3.08984 0.35648 1.84777
H 0.41658 -2.54214 1.06818
H 4.46994 -0.31821 -0.97686
H 3.33089 -1.09848 0.16976
H 3.95298 2.45759 -0.02857
H -4.18450 0.31646 1.93971
H -3.86918 1.03910 -1.18782
H 2.06520 2.51589 -2.60551
H -3.93270 -0.65651 -1.73000
H -2.62473 -0.17989 2.68538
H -2.14278 -2.50666 1.42732
H 1.34784 -2.93653 3.58303
H -3.02271 3.30821 -5.25087
H 2.66652 0.97040 -3.25803
H 1.55485 -0.40667 4.66674
H -3.84997 -2.39667 0.89320
H 3.38437 1.36145 1.27744
H -2.32403 2.82891 -6.83998
H 0.75054 1.16032 2.81058
H 2.33009 2.68962 0.71763
H -4.91637 -0.13642 -0.31859
H -2.74156 1.39626 1.86510
H -1.33297 3.73982 -5.64357
H -2.55450 -2.76863 -0.28983
H 3.78986 2.06153 -2.37416
H 3.11057 -1.31956 -1.58797